Molecular formula: C24H20BCl52NO3P
Method: DFT, the ωB97M-V functional and the def2-TZVPD basis

Its gap between HOMO and LUMO is 6.091 eV. For the energy, the calculation gives -693972.116 eV. For the max |F|, the calculation gives 8.9 eV Å⁻¹. As for the total charge: -1. The HOMO energy comes out at -5.13 eV.

```
102
Properties=species:S:1:pos:R:3:lowdin_charge:R:1
Cl 1.3504 0.8468 6.0015 0.53
Cl -0.6051 10.8186 2.1436 0.51
Cl -8.0743 -3.0727 -7.0188 0.53
Cl 2.1750 -6.5387 8.2852 0.52
Cl -3.4585 -12.6725 -1.1592 0.50
Cl 1.8438 10.9283 0.6255 0.50
Cl -6.1254 -1.8484 -5.2801 0.54
Cl -5.5002 -4.1797 -1.5502 0.50
Cl -7.8512 -2.9477 -0.4396 0.51
Cl -1.0922 -11.1162 0.3288 0.50
Cl -0.7421 -4.8895 -1.4872 0.53
Cl 5.4708 4.4761 -5.8203 0.54
Cl -0.8856 -11.5548 3.1553 0.53
Cl -6.0044 -12.7090 -2.4902 0.52
Cl 2.1164 -5.1428 -1.0494 0.51
Cl -5.8166 8.2784 -1.0159 0.51
Cl -3.6105 6.5821 -0.2245 0.64
Cl 0.3294 -7.1047 0.0394 0.46
Cl 7.0107 8.4380 -1.5476 0.51
Cl 0.5273 -1.4156 3.1168 0.53
Cl 3.1047 -7.3759 5.6886 0.53
Cl -0.6978 11.1720 -0.7166 0.52
Cl -8.6452 -2.7412 -4.2088 0.51
Cl 1.4891 -11.1915 1.5700 0.53
Cl -5.4699 -3.2294 1.1657 0.53
Cl 4.5756 6.8979 -1.4894 0.64
Cl -4.0206 9.1134 1.0845 0.51
Cl -5.8643 6.9414 1.5413 0.51
Cl 3.2133 -0.4580 2.5626 0.63
Cl -5.8810 -12.9961 0.3797 0.53
Cl 0.7607 -6.9620 -2.8145 0.52
Cl 3.6575 -4.7084 6.6250 0.50
Cl 0.9137 0.2856 8.7945 0.52
Cl 3.4401 2.5897 -5.0564 0.60
Cl -5.4730 -7.0903 -3.8188 0.49
Cl 0.1022 8.6286 0.4011 0.64
Cl -0.9179 -0.7348 6.8124 0.52
Cl -5.5181 -1.3667 -1.0271 0.54
Cl 4.5715 9.6237 -0.5472 0.48
Cl 2.8148 -2.7185 4.2842 0.44
Cl 1.7432 -1.8189 7.0030 0.47
Cl -6.4931 -7.6280 -1.1631 0.49
Cl -6.6724 -4.6545 -5.0537 0.46
Cl -5.2552 -10.4699 -0.8577 0.50
Cl 2.3234 -2.9912 1.4715 0.51
Cl -8.2947 -6.6817 -3.1745 0.52
Cl 4.4415 2.6018 -7.7588 0.50
Cl -7.2384 -9.3354 -3.3798 0.52
Cl -0.2105 -8.9541 2.1361 0.49
Cl 0.9694 -5.4561 5.9039 0.52
Cl 5.9006 7.5568 0.9625 0.55
Cl 2.7814 4.7651 -6.8178 0.52
P 3.9541 3.7145 -1.5226 0.44
O 5.4765 3.7538 -2.1422 -0.20
O 2.9950 4.5057 -2.5947 -0.23
O 3.8939 4.4541 -0.2878 -0.36
N -0.2555 3.7624 0.6771 -0.06
C 5.5097 8.1216 -0.6585 -2.03
C 0.7738 -0.3556 7.1522 -2.05
C -0.5728 5.8237 0.5397 -0.21
C 2.4746 -6.0204 6.6244 -2.05
C -4.8263 7.7257 0.3445 -2.03
C -0.1894 -10.6899 1.7849 -2.04
C 4.0285 3.6019 -6.3566 -2.05
C 5.8643 1.9066 1.6000 -0.04
C 0.1637 10.3870 0.6120 -2.02
C -6.0839 -2.9279 -0.4628 -2.07
C 5.3999 1.7478 0.4192 -0.23
C 0.1974 2.4966 1.2107 -0.10
C -7.3783 -3.0777 -5.3942 -2.05
C -6.8797 -7.6818 -2.8897 -2.02
C -0.9441 3.9945 -0.3752 -0.18
C -0.1439 1.2871 0.3788 -0.18
C -5.1519 -12.2100 -1.0252 -2.05
C 2.2130 -1.8829 2.8455 -2.00
C -1.2033 5.2289 -0.5377 -0.19
C 3.9598 1.4261 0.2272 -0.26
C -0.0231 4.9279 1.2091 -0.14
C 0.6056 -6.0148 -1.3317 -2.04
C 0.9646 0.8408 -0.5784 -0.20
C 1.7058 1.9739 -1.2545 -0.21
B 3.3435 1.8766 -1.2170 -0.59
H 0.4949 0.2542 -1.3476 0.10
H 3.3626 1.7676 1.0452 0.05
H 5.3923 4.0782 -3.0362 -0.02
H -0.6009 6.8813 0.7140 -0.06
H -1.7681 5.6355 -1.3164 0.04
H -0.2965 0.4835 1.0751 0.06
H 6.6516 2.6014 1.7604 0.04
H 1.4302 1.9552 -2.2944 0.07
H -1.2697 3.2542 -1.0474 0.13
H 3.7380 1.2031 -2.1622 0.07
H 3.8864 0.3502 0.2608 0.04
H 0.5485 5.0994 2.0783 0.14
H 5.4948 1.3144 2.3996 0.02
H 1.4328 2.9537 -0.8991 0.07
H 1.5913 0.1455 -0.0488 0.07
H -1.0751 1.3701 -0.1323 0.09
H 2.9049 5.4092 -2.3244 -0.02
H 6.0714 1.8140 -0.4026 0.09
H 1.2455 2.5457 1.4154 0.12
H -0.3147 2.3982 2.1507 0.12
```